P | 10
Properties=species:S:1:pos:R:3 method="wB97M-V/def2-TZVPD" smiles="C=S(=O)=O.N=C=O" e_homo_ev=-10.29 gap_ev=10.324 lumo_energy_ev=0.03 total_charge=0
C -1.425 1.223 0.436
S 0.064 1.397 -0.087
O 1.108 1.968 0.716
O 0.309 1.146 -1.480
H -1.714 0.449 -0.205
H -1.839 1.332 1.441
N 0.106 -1.727 -0.295
C 1.224 -1.927 0.115
O 2.223 -2.126 0.663
H -0.056 -1.735 -1.304

Q | 10
Properties=species:S:1:pos:R:3 method="wB97M-V/def2-TZVPD" e_homo_ev=-9.99 gap_ev=8.943 lumo_energy_ev=-1.05 total_charge=0
C 0.269 1.684 0.237
C -1.446 -0.040 0.227
N -0.367 0.518 -0.072
O 0.496 2.681 -0.399
O 4.526 -1.571 -0.591
O 4.637 0.053 1.185
S 4.916 -0.264 -0.171
H 0.588 1.605 1.318
H -1.514 -1.032 -0.099
H -2.295 0.485 0.707

R | 10
Properties=species:S:1:pos:R:3 method="wB97M-V/def2-TZVPD" e_homo_ev="-8.80 / -8.80" gap_ev="7.855 / 7.859" lumo_energy_ev="-0.95 / -0.94" total_charge=0
C 0.877 -1.125 -0.375
C 0.694 0.784 0.679
N 1.270 -0.444 0.544
O -1.933 0.486 1.227
O -1.117 1.537 -0.942
O -0.217 -0.837 -1.071
S -0.988 0.723 0.193
H 1.163 -2.302 -0.501
H 0.564 1.000 1.697
H -0.312 0.178 -1.452

Energies, relative to the best one, in hartree: P 0.0239; Q 0.0000; R 0.1438.

P | 56
Properties=species:S:1:pos:R:3 method="wB97M-V/def2-TZVPD" smiles="NC(N)=O.NC(N)=O.NC(N)=O.NC(N)=O.NC(N)=O.NC(N)=O.NC(N)=O" e_homo_ev=-8.52 gap_ev=8.711 lumo_energy_ev=0.19 total_charge=0
N 1.483 4.505 -2.496
C 0.366 3.771 -2.773
N 0.506 2.480 -2.364
O -0.614 4.171 -3.386
H 1.522 5.412 -2.932
H 2.327 4.229 -2.036
H 1.180 2.219 -1.672
H -0.192 1.833 -2.689
N 1.035 -2.010 -3.608
C 1.772 -0.978 -4.078
N 3.104 -1.270 -4.211
O 1.308 0.120 -4.369
H 1.395 -2.595 -2.872
H 0.053 -1.791 -3.450
H 3.712 -0.500 -3.981
H 3.478 -2.181 -4.019
N 0.880 -4.126 3.677
C 1.942 -4.242 2.848
N 2.363 -5.553 2.688
O 2.485 -3.325 2.258
H 0.470 -4.912 4.142
H 0.523 -3.200 3.834
H 3.129 -5.893 2.142
H 1.961 -6.255 3.285
N -3.497 -0.345 -2.055
C -2.704 -0.634 -3.118
N -3.425 -0.616 -4.275
O -1.529 -0.977 -3.007
H -2.995 -0.471 -1.182
H -4.494 -0.345 -2.096
H -2.958 -0.733 -5.158
H -4.388 -0.350 -4.286
N -0.879 5.479 0.056
C -0.613 4.153 0.309
N -1.500 3.264 -0.201
O 0.199 3.816 1.168
H -1.713 5.738 -0.435
H -0.299 6.184 0.466
H -1.516 2.314 0.132
H -2.026 3.595 -0.992
N 0.246 -0.495 1.602
C -0.322 -0.267 0.419
N 0.482 -0.555 -0.629
O -1.470 0.193 0.295
H -0.314 -0.363 2.434
H 1.170 -0.795 1.860
H 0.163 -0.414 -1.575
H 1.418 -0.846 -0.415
N -1.169 -1.683 5.986
C -0.620 -0.551 5.444
N 0.540 -0.168 6.038
O -1.163 0.116 4.567
H -0.645 -2.041 6.763
H -2.162 -1.822 5.949
H 1.067 -0.912 6.458
H 0.927 0.622 5.541

Q | 56
Properties=species:S:1:pos:R:3 method="wB97M-V/def2-TZVPD" smiles="NC(N)=O.NC(N)=O.NC(N)=O.NC(N)=O.NC(N)=O.NC(N)=O.NC(N)=O" e_homo_ev=-8.93 gap_ev=8.914 lumo_energy_ev=-0.02 total_charge=0
N -18.079 -26.730 -3.160
C -17.950 -27.922 -3.695
N -16.718 -28.306 -3.572
O -18.900 -28.533 -4.201
H -17.263 -26.230 -2.836
H -19.006 -26.340 -3.067
H -16.370 -29.238 -3.746
H -16.170 -27.555 -3.178
N -15.416 -30.785 -2.481
C -15.829 -31.990 -2.758
N -17.081 -32.208 -2.391
O -15.224 -32.833 -3.389
H -15.858 -30.307 -1.709
H -14.594 -30.356 -2.882
H -17.754 -31.643 -1.894
H -17.569 -33.004 -2.776
N -10.182 -31.145 -3.001
C -11.214 -31.916 -3.147
N -12.087 -31.667 -2.202
O -11.382 -32.759 -4.004
H -10.344 -30.284 -2.500
H -9.507 -31.312 -3.734
H -12.944 -32.186 -2.326
H -11.753 -31.135 -1.411
N -15.419 -31.511 2.074
C -15.606 -30.335 1.578
N -14.688 -29.495 1.963
O -16.464 -30.026 0.724
H -16.100 -32.208 1.810
H -14.619 -31.519 2.690
H -14.188 -29.610 2.833
H -14.620 -28.628 1.449
N -14.591 -35.475 -2.213
C -15.483 -36.375 -2.620
N -15.130 -37.550 -2.102
O -16.415 -36.191 -3.325
H -14.908 -34.603 -2.614
H -13.941 -35.420 -1.442
H -14.295 -37.557 -1.533
H -15.702 -38.377 -2.200
N -20.658 -31.120 -3.169
C -20.258 -31.959 -2.344
N -20.429 -33.196 -2.720
O -19.459 -31.692 -1.426
H -20.252 -30.195 -3.208
H -21.302 -31.516 -3.838
H -20.066 -33.960 -2.170
H -20.731 -33.358 -3.671
N -16.736 -34.175 0.270
C -17.881 -34.558 0.751
N -18.878 -33.998 0.238
O -18.088 -35.493 1.552
H -16.823 -33.474 -0.452
H -15.881 -34.576 0.628
H -19.794 -34.419 0.304
H -18.715 -33.260 -0.432

Energies, relative to the best one, in hartree: P 0.0000; Q 0.1246.

P | 56
Properties=species:S:1:pos:R:3 method="wB97M-V/def2-TZVPD" smiles="NC(N)=O.NC(N)=O.NC(N)=O.NC(N)=O.NC(N)=O.NC(N)=O.NC(N)=O" e_homo_ev=-8.40 gap_ev=8.954 lumo_energy_ev=0.56 total_charge=0
N 3.795 1.308 3.542
C 3.440 2.597 3.421
N 3.761 3.409 4.434
O 2.873 2.998 2.386
H 3.615 0.704 2.748
H 4.276 1.018 4.372
H 3.571 4.393 4.423
H 4.045 2.994 5.303
N 5.203 -1.651 0.107
C 4.169 -1.064 0.728
N 3.214 -0.551 -0.119
O 4.135 -0.951 1.954
H 5.085 -1.854 -0.870
H 5.784 -2.244 0.674
H 2.290 -0.393 0.245
H 3.434 -0.346 -1.074
N -1.108 -0.810 -5.697
C -1.462 -1.284 -4.488
N -1.870 -0.271 -3.628
O -1.282 -2.452 -4.153
H -1.531 0.091 -5.842
H -0.870 -1.398 -6.473
H -1.975 -0.366 -2.640
H -2.234 0.539 -4.091
N -1.206 5.486 0.611
C -0.237 4.567 0.937
N 0.932 5.106 1.361
O -0.456 3.365 0.849
H -1.036 6.462 0.777
H -2.167 5.203 0.571
H 1.708 4.478 1.533
H 0.934 6.106 1.325
N -5.085 -1.647 0.501
C -4.492 -1.837 -0.714
N -4.576 -3.085 -1.218
O -3.837 -0.956 -1.285
H -5.624 -2.370 0.935
H -5.068 -0.683 0.784
H -4.809 -3.818 -0.575
H -3.960 -3.180 -2.012
N 0.545 0.760 1.491
C -0.044 -0.104 0.659
N -0.861 0.384 -0.295
O 0.156 -1.332 0.744
H 1.057 0.434 2.292
H 0.286 1.739 1.529
H -1.393 -0.409 -0.629
H -1.137 1.348 -0.366
N -1.345 -4.255 0.368
C -1.678 -4.136 -0.933
N -0.943 -3.089 -1.421
O -2.304 -4.951 -1.626
H -1.639 -5.029 0.941
H -0.814 -3.554 0.857
H -0.229 -2.659 -0.863
H -1.036 -2.756 -2.390

Q | 56
Properties=species:S:1:pos:R:3 method="wB97M-V/def2-TZVPD" smiles="NC(N)=O.NC(N)=O.NC(N)=O.NC(N)=O.NC(N)=O.NC(N)=O.NC(N)=O" e_homo_ev=-9.46 gap_ev=9.487 lumo_energy_ev=0.03 total_charge=0
N 23.317 9.774 25.811
C 23.181 11.000 25.788
N 22.100 11.448 26.382
O 24.026 11.756 25.271
H 24.136 9.468 25.306
H 22.602 9.131 26.121
H 22.065 12.447 26.530
H 21.581 10.738 26.879
N 28.522 9.088 28.337
C 29.469 9.857 27.974
N 29.087 10.739 27.052
O 30.626 9.822 28.442
H 27.574 9.162 27.996
H 28.674 8.485 29.133
H 29.668 11.431 26.599
H 28.099 10.922 26.944
N 33.436 11.533 22.586
C 33.538 12.752 22.924
N 33.029 12.795 24.096
O 33.697 13.755 22.240
H 33.361 10.897 23.366
H 33.465 11.288 21.606
H 33.021 13.771 24.356
H 33.313 12.089 24.760
N 36.957 10.618 28.499
C 37.150 10.761 27.238
N 37.295 11.951 26.788
O 37.063 9.807 26.497
H 36.549 9.717 28.702
H 36.955 11.449 29.074
H 37.308 11.941 25.778
H 37.244 12.718 27.443
N 33.401 6.803 32.430
C 33.774 5.839 31.639
N 33.696 6.160 30.423
O 34.286 4.828 32.078
H 32.946 7.559 31.939
H 33.495 6.844 33.435
H 33.680 5.444 29.710
H 33.176 6.929 30.025
N 22.845 19.044 27.447
C 23.206 17.823 26.928
N 23.856 17.155 27.854
O 23.153 17.513 25.753
H 22.965 19.184 28.440
H 22.244 19.610 26.865
H 23.781 17.508 28.797
H 24.412 16.356 27.584
N 26.701 3.570 30.730
C 27.738 3.901 31.487
N 28.519 2.747 31.591
O 27.993 4.986 31.960
H 26.495 2.641 30.392
H 26.130 4.388 30.571
H 29.499 2.807 31.826
H 28.309 2.046 30.894

Energies, relative to the best one, in hartree: P 0.0000; Q 0.2103.

P | 10
Properties=species:S:1:pos:R:3 method="wB97M-V/def2-TZVPD" e_homo_ev=-8.53 gap_ev=9.326 lumo_energy_ev=0.80 total_charge=0
C 0.037 0.376 -0.084
C 0.402 -0.971 -0.777
C -0.993 -0.452 -0.891
P -0.031 0.427 1.779
S -0.197 -0.580 -2.413
H 0.434 1.581 -0.650
H 0.910 -1.867 -0.259
H -2.092 -0.765 -0.725
H 0.242 1.824 1.928
H 1.288 0.427 2.092

Q | 10
Properties=species:S:1:pos:R:3 method="wB97M-V/def2-TZVPD" smiles="C1=PCCS1" e_homo_ev=-8.33 gap_ev=8.595 lumo_energy_ev=0.27 total_charge=0
C 1.433 0.193 1.709
P 1.045 1.473 0.727
C -0.452 0.764 -0.137
C -0.124 -0.715 -0.433
S 0.517 -1.443 1.182
H 2.265 -0.079 2.339
H -0.624 1.178 -1.096
H -1.221 1.088 0.644
H -1.223 -1.151 -0.692
H 0.613 -1.118 -1.191

Energies, relative to the best one, in hartree: P 0.0859; Q 0.0000.